Formula: C7H8F6N
Source: the Open Molecules 2025 dataset
Level of theory: ωB97M-V/def2-TZVPD

Last column: Mulliken charge in e.
CARTESIAN COORDINATES (ANGSTROEM)
C (0.67, 1.76, 0.55)  -0.933
C (-0.43, 1.03, 0.41)  0.073
C (2.06, 1.21, 0.58)  0.271
C (2.07, -0.15, -0.15)  0.541
C (0.90, -1.02, 0.42)  0.484
C (-2.86, -0.69, 0.07)  -1.382
C (-1.47, -1.12, 0.14)  0.498
N (-0.42, -0.37, 0.28)  0.173
F (2.93, 2.06, 0.00)  -0.295
F (1.88, 0.00, -1.47)  -0.258
F (3.21, -0.82, 0.02)  -0.280
F (1.10, -1.22, 1.73)  -0.289
F (0.87, -2.21, -0.17)  -0.282
F (-0.70, 0.09, -2.20)  -0.351
H (0.61, 2.84, 0.61)  0.440
H (-1.40, 1.49, 0.38)  0.306
H (2.40, 1.05, 1.62)  0.295
H (-3.01, 0.36, -0.13)  0.338
H (-3.37, -1.30, -0.68)  0.376
H (-3.34, -0.96, 1.02)  0.383
H (-0.41, 0.15, -3.09)  0.365
H (-1.29, -2.19, 0.08)  0.528

## Properties
E in eV: -25176.172
E_HOMO in eV: -14.7
Net charge: +1